Record 1
{"formula": "C10H21N5O4", "method": "ωB97M-V with the def2-TZVPD basis set", "symbols": ["H", "C", "N", "H", "H", "H", "H", "H", "O", "N", "C", "H", "H", "H", "C", "C", "H", "H", "O", "N", "C", "O", "H", "C", "H", "H", "O", "C", "H", "H", "H", "C", "H", "C", "C", "H", "N", "H", "N", "H"], "positions_angstrom": [[1.90207, 0.37471, 2.81273], [1.10096, 0.81233, 3.26449], [-0.20770, -2.78455, -1.50353], [0.66342, 0.76347, 0.28657], [-0.03428, -3.57155, -2.08411], [0.88865, -4.12985, 0.59535], [1.11941, -0.93487, -2.66777], [1.10737, 0.78791, 4.31083], [-2.59292, 2.89436, 1.58096], [1.14139, -1.26266, -0.31966], [-1.68165, 2.24639, 2.26667], [2.27301, -3.48301, 0.30565], [-1.23278, -0.99827, -1.33233], [0.29987, 1.08021, -3.94778], [0.22715, 1.48007, -1.82185], [0.07570, -0.86007, -3.02020], [1.96312, 0.33620, -1.53941], [-1.88248, 0.19763, 1.44088], [-2.04097, 1.46935, -0.72664], [-0.21986, 1.15745, 0.54774], [-0.99333, 0.87594, 1.72994], [-1.20753, 2.67193, 3.35605], [1.23535, 1.86546, 3.13178], [-0.84670, -1.64315, -2.11360], [-2.67718, 2.37462, 0.70368], [2.27413, 1.84394, -1.78785], [-0.98176, -0.03360, 3.98284], [-0.27149, 0.69819, -3.05195], [-1.75876, -1.91058, -2.69001], [1.69176, -1.31675, 0.52989], [-0.04606, -1.08877, -4.08547], [-0.79170, 1.41053, -0.61664], [0.22247, 2.58298, -2.07684], [-0.15857, 0.15542, 2.83657], [0.79357, -2.45243, -0.64992], [-0.93758, 0.75112, 4.51184], [1.58727, 1.31705, -1.28573], [-0.00138, -0.89017, 2.52363], [1.29323, -3.68161, -0.17471], [-1.29520, 0.89463, -3.22208]], "charge": 0, "homo_lumo_gap_ev": 9.66, "de_lowest_kj_mol": 255.42, "smiles": "[H]/N=C(\\N)NCCC[C@H](N)C(=O)N[C@H](C(=O)O)[C@@H](C)O", "fmax_ha_per_bohr": 0.11387}

---

Record 2
{"formula": "C10H22AgBr4F2N2O2Pt", "method": "ωB97M-V with the def2-TZVPD basis set", "symbols": ["H", "C", "H", "H", "H", "H", "H", "H", "Br", "Br", "H", "O", "C", "Ag", "C", "C", "C", "C", "H", "N", "H", "C", "H", "F", "F", "N", "O", "H", "C", "C", "H", "C", "Br", "Pt", "H", "H", "H", "H", "H", "H", "H", "H", "Br", "H"], "positions_angstrom": [[13.47206, 22.11620, 1.79682], [20.18684, 22.39536, 7.63011], [13.31976, 22.89873, -0.69656], [8.53985, 15.29892, 7.68984], [13.23714, 24.57897, -0.14968], [10.70235, 29.25188, 7.01074], [19.17411, 22.72700, 7.85923], [9.44015, 12.93000, 4.59422], [11.10345, 23.42604, 0.66800], [21.08107, 23.71516, 6.48198], [8.54098, 15.73845, 4.20648], [8.94323, 16.69535, 6.06377], [11.57805, 28.83285, 7.50638], [16.32363, 17.18075, 8.87655], [8.75635, 14.32861, 7.24293], [10.58285, 26.65735, 7.70716], [8.52086, 13.36307, 4.98850], [13.04357, 23.54517, 0.13647], [11.89195, 29.47872, 8.32639], [11.59904, 27.47616, 7.94894], [12.94283, 25.84266, 8.02999], [8.77863, 15.73539, 5.28152], [13.94927, 23.80569, 2.08196], [12.48028, 17.51864, 11.02102], [13.72293, 20.41552, 7.08727], [8.67112, 14.51729, 5.77406], [10.60447, 25.37423, 7.80544], [19.87957, 21.48221, 7.12035], [13.86445, 23.02017, 1.33105], [12.89453, 26.85338, 8.43522], [22.07225, 21.97909, 8.58731], [21.06313, 22.21969, 8.92179], [21.25590, 23.85968, 10.05499], [10.75388, 20.48145, 9.12955], [13.77023, 27.33072, 7.99546], [20.69991, 21.40877, 9.55313], [12.24740, 28.86253, 6.64662], [9.78318, 14.28197, 7.60563], [12.97903, 26.92722, 9.51943], [8.03113, 13.66248, 4.06188], [7.90559, 12.61432, 5.48743], [9.67171, 27.27311, 7.65361], [15.70946, 22.70348, 0.46634], [8.10047, 13.64191, 7.77806]], "charge": 1, "homo_lumo_gap_ev": [3.77, 3.58], "spin_multiplicity": 3, "fmax_ha_per_bohr": 0.08178}

---

Record 3
{"formula": "C10H22Cl2GaIO3P2", "method": "ωB97M-V with the def2-TZVPD basis set", "symbols": ["Cl", "H", "H", "C", "H", "C", "H", "P", "C", "Cl", "H", "I", "H", "H", "H", "H", "H", "O", "H", "H", "O", "H", "H", "O", "C", "C", "H", "H", "C", "C", "H", "H", "H", "H", "C", "P", "H", "H", "Ga", "C", "C"], "positions_angstrom": [[-3.04268, 0.26793, 4.07509], [4.06187, 0.67076, -3.69191], [0.09629, 2.04474, 2.91922], [2.19552, -1.13186, 2.49308], [3.40586, 1.64938, 2.31140], [-2.41669, -0.41273, 1.52557], [-1.33019, 0.94190, -4.15534], [1.42934, 0.36918, 1.79587], [-0.63703, 0.96868, -3.30350], [-4.71394, 1.04807, 1.72661], [1.36431, 1.37944, 4.00252], [2.49703, -0.69557, -1.97872], [-0.50829, 2.00060, -2.95258], [-3.02150, 1.58634, -1.23123], [-4.24201, -1.06389, 2.58072], [-2.04286, -2.30133, -1.81098], [-3.52096, 0.74917, -2.74040], [0.64462, -3.06165, -0.15712], [-0.12907, 0.44765, 3.64903], [2.81832, -1.62647, 1.73964], [-2.28331, -1.59058, 1.11547], [-3.63322, -0.08052, -1.15102], [3.44193, 1.02773, 0.61497], [-1.66492, 0.60236, 1.24194], [2.81759, 1.47837, 1.39751], [-3.63564, -0.15457, 2.45864], [-0.64791, -2.11931, -2.92229], [0.34258, 0.55390, -3.58053], [4.05960, -0.38060, -3.41957], [-1.60425, -1.68795, -2.60913], [1.39948, -1.81868, 2.81093], [5.00220, -0.66068, -2.95301], [-2.29487, -1.62991, -3.46098], [3.87338, -1.00531, -4.29136], [-3.05246, 0.62530, -1.75349], [-1.36083, -0.00701, -1.95560], [2.80822, -0.85257, 3.36283], [2.41163, 2.43228, 1.03477], [-0.06068, 0.06283, -0.02612], [0.61669, 1.13419, 3.23403], [0.43875, -1.92614, -0.11772]], "charge": 2, "homo_lumo_gap_ev": 7.45, "de_lowest_kj_mol": 48.61, "fmax_ha_per_bohr": 0.12661}

---

Record 4
{"formula": "C10H22F6N2ORuSb", "method": "ωB97M-V with the def2-TZVPD basis set", "symbols": ["C", "H", "H", "C", "H", "N", "Ru", "F", "C", "C", "H", "H", "H", "H", "H", "C", "H", "H", "H", "H", "H", "C", "H", "O", "H", "C", "C", "F", "H", "N", "H", "F", "H", "H", "F", "F", "C", "H", "F", "H", "Sb", "C", "H"], "positions_angstrom": [[2.35139, 1.10169, 2.91397], [-0.62530, -2.74449, -3.67669], [2.17044, 2.14244, 2.63758], [-2.54178, 1.69926, -0.93871], [4.68833, 0.43427, 0.40497], [2.69746, -0.21581, 0.05732], [0.74457, 0.47616, 0.48771], [1.00154, 2.85797, -0.73888], [-1.61966, -2.64849, -3.24831], [3.61555, 0.55213, 2.27396], [0.31552, 0.64473, 3.00148], [-3.34731, -2.86998, 0.78895], [-2.30496, 3.65712, 1.01656], [-0.88698, -5.13523, -0.90995], [2.88106, -0.15198, -0.94755], [-0.32370, -4.27198, -0.54412], [0.65439, -4.25130, -1.01752], [-0.70209, 4.25202, 0.54074], [2.90864, -1.18280, 0.31109], [3.77273, -0.49085, 2.57150], [3.48575, 1.71383, 0.43800], [-3.41199, -2.84756, -0.29583], [1.27622, -0.66273, 2.79663], [-0.79058, 1.46800, 0.67605], [-2.21721, -3.53416, -3.47763], [-1.59932, 3.74385, 0.19286], [3.69099, 0.69013, 0.76245], [-2.29070, 0.39837, -1.25700], [-2.05782, 4.33396, -0.60175], [1.14119, 0.30612, 2.49916], [-2.11903, -1.75635, -3.61752], [-3.51531, 1.70561, -0.05165], [4.46053, 1.10208, 2.69270], [-3.76301, -3.81250, -0.66980], [-0.29841, 3.05888, -2.45125], [-2.90942, 2.32213, -2.03926], [-1.27062, 2.35929, -0.33521], [-0.24413, -4.32821, 0.53833], [0.23196, 1.05876, -1.65821], [-4.06882, -2.04869, -0.63022], [-1.49169, -2.60319, -1.14020], [-0.11389, 2.42000, -1.35606], [2.42547, 1.05750, 4.00133]], "charge": 3, "homo_lumo_gap_ev": [7.47, 7.46], "de_lowest_kj_mol": 0.00, "spin_multiplicity": 5, "fmax_ha_per_bohr": 0.01083}

---

Record 5
{"formula": "C10H22N2O6P", "method": "ωB97M-V with the def2-TZVPD basis set", "symbols": ["H", "C", "H", "H", "O", "H", "H", "H", "C", "H", "H", "C", "H", "H", "H", "O", "O", "H", "H", "H", "H", "H", "N", "H", "C", "H", "P", "C", "O", "H", "C", "N", "C", "H", "O", "H", "C", "C", "H", "O", "C"], "positions_angstrom": [[-2.29875, -3.22605, -1.00153], [-0.42753, -4.14260, -1.45491], [3.14284, 0.94292, 5.85244], [-1.18265, -3.33775, 0.36077], [4.37190, 1.82292, 3.66938], [-0.69995, 1.34673, -3.92580], [-0.26799, -1.31281, 1.10344], [0.41460, 0.76037, 0.30396], [-0.74723, -1.68170, -0.97196], [-2.95182, 0.13481, -1.14030], [-0.15085, 1.15311, -1.83315], [-0.90110, -0.88556, 0.32264], [5.11224, 0.53389, 1.48941], [-1.06492, 1.09112, 0.88217], [1.39222, 1.26127, 5.80657], [-1.57578, 1.69752, -4.11891], [-0.75554, -4.65114, -2.49201], [3.94301, 0.72521, 0.16474], [-3.06670, 2.88198, -1.90577], [1.13922, -5.16598, -1.25793], [0.32370, -1.72197, -1.21745], [-1.39019, 2.14393, -1.03199], [-1.43466, -1.03973, -2.10631], [4.51475, 2.15428, 1.06161], [-1.03518, 1.12748, -1.19477], [-4.55139, 1.90735, -2.07306], [-2.83607, 0.91904, -3.39422], [3.35556, 1.33352, 3.26968], [3.13237, 0.91730, 2.01349], [-1.93424, -0.93840, 0.67883], [2.35106, 1.50025, 5.35793], [-0.57842, 0.57155, 0.15034], [4.25461, 1.10076, 1.13572], [2.54557, 2.56727, 5.43663], [0.74798, -4.37921, -0.83968], [-2.06810, -1.68805, -2.55826], [-2.08270, 0.23174, -1.81803], [-3.69768, 2.33180, -2.60955], [-4.03912, 3.02089, -3.38212], [2.24948, 1.10853, 3.97799], [-1.25256, -3.11658, -0.71006]], "charge": 1, "homo_lumo_gap_ev": 8.67, "fmax_ha_per_bohr": 0.01161}

---

Record 6
{"formula": "C10H23BBeClO2Yb", "method": "ωB97M-V with the def2-TZVPD basis set", "symbols": ["H", "C", "H", "H", "H", "C", "H", "H", "H", "H", "Yb", "H", "H", "Be", "C", "H", "H", "O", "C", "H", "H", "H", "B", "C", "H", "C", "O", "H", "C", "H", "H", "C", "H", "H", "H", "Cl", "C", "C", "H"], "positions_angstrom": [[-2.10802, -1.02081, 0.09672], [-1.13264, 1.31414, 3.77671], [-2.73219, -1.16640, -1.56162], [1.99734, 1.92526, 2.38599], [2.80896, -0.33741, -4.49323], [-0.00620, 1.06190, 2.77977], [1.51870, 1.91783, 4.11464], [1.08817, -1.94337, -2.92241], [-1.13403, -1.42836, 3.86051], [2.44343, 1.42659, -4.39356], [-0.21151, -0.36986, -1.44244], [-2.61251, 0.43283, -0.78892], [-0.39766, -0.04505, -6.87096], [0.20452, -0.03234, -4.31024], [1.15042, 2.05129, 3.08192], [0.78782, 3.09349, 2.99230], [-2.02782, 0.71308, 3.55046], [-0.45240, 1.30997, 1.44841], [0.08666, -1.56529, -3.07669], [-0.79480, 1.07700, 4.80766], [1.05652, -0.65285, 4.83821], [-0.30411, -2.49242, 2.69502], [0.36783, 0.41364, 0.69893], [2.11653, 0.46084, -4.83834], [-1.44047, 2.37308, 3.74972], [0.48693, -0.44385, 2.74684], [1.08235, -0.57240, 1.45942], [1.81231, -1.85035, 3.74238], [-2.16122, -0.54527, -0.87567], [-1.85042, 0.47715, -5.93204], [2.19029, 0.53751, -5.94653], [-0.67663, -1.46244, 2.85688], [-1.47354, -1.27064, 2.12116], [-1.39340, -1.26759, -5.99035], [2.41868, -0.18589, 3.75848], [-0.51645, 1.38501, -2.87009], [-0.99333, -0.23067, -5.94929], [1.50405, -0.79415, 3.83227], [-0.70218, -2.29320, -3.13207]], "charge": -2, "homo_lumo_gap_ev": [3.44, 3.42], "spin_multiplicity": 2, "fmax_ha_per_bohr": 0.08527}